12
Properties=species:S:1:pos:R:3:lowdin_charge:R:1 method="wB97M-V/def2-TZVPD" gap_ev="7.636 / 6.417" e_above_lowest_kj_mol=21.2 fmax_ev_per_a=4.65 e_tot_ha=-784.5816 lumo_energy_ev="-0.88 / -1.54"
I 3.198 -1.736 -0.002 0.79
I 3.022 2.001 0.017 0.02
N 1.936 -0.333 0.687 -0.69
N 0.697 -0.368 0.275 -0.43
C -0.356 0.412 0.973 -0.05
C 0.143 -0.810 -0.930 -0.14
H 0.149 1.211 1.635 0.10
H -1.019 -0.226 1.557 0.09
H 0.798 -1.529 -1.402 0.02
H 0.252 -0.093 -1.766 0.11
H -0.842 -1.149 -0.922 0.08
H -0.964 1.005 0.201 0.11

=====

11
Properties=species:S:1:pos:R:3:lowdin_charge:R:1 method="wB97M-V/def2-TZVPD" gap_ev=9.522 e_above_lowest_kj_mol=162.2 fmax_ev_per_a=4.27 e_tot_ha=-486.6923 lumo_energy_ev=-3.81 charge=+1 smiles="[NH3+]C/C=N/I"
I -3.452 0.053 -0.018 0.96
N -1.511 0.108 0.033 -0.63
N 0.942 1.013 0.001 0.15
C -0.663 -0.843 0.040 -0.28
C 0.814 -0.525 -0.103 -0.10
H 1.529 1.509 -0.659 0.16
H 0.945 1.449 0.913 0.15
H -0.817 -1.935 0.258 0.14
H 1.318 -0.961 0.838 0.16
H -0.181 1.152 -0.300 0.17
H 1.077 -1.021 -1.004 0.12

=====

12
Properties=species:S:1:pos:R:3:lowdin_charge:R:1 method="wB97M-V/def2-TZVPD" gap_ev=9.165 e_above_lowest_kj_mol=210.9 fmax_ev_per_a=4.77 e_tot_ha=-561.9011 lumo_energy_ev=-4.52 charge=+1
I -3.952 -0.095 -0.067 0.78
O 1.155 -1.238 -0.037 0.06
N -0.213 0.604 0.529 0.27
N -2.467 1.427 -0.131 -0.43
C 2.603 -1.411 -0.049 0.06
C 0.539 -0.246 0.306 -0.22
H -2.382 1.663 -1.146 0.06
H 3.087 -1.550 0.999 0.15
H 2.715 -2.049 -0.866 0.08
H -1.265 1.092 0.449 0.01
H 2.915 -0.370 -0.481 0.14
H -2.736 2.174 0.493 0.03

=====

11
Properties=species:S:1:pos:R:3:lowdin_charge:R:1 method="wB97M-V/def2-TZVPD" gap_ev="7.133 / 7.130" e_above_lowest_kj_mol=223.9 fmax_ev_per_a=4.55 e_tot_ha=-830.2792 lumo_energy_ev="-0.46 / -0.46"
I -3.012 0.341 0.016 0.72
S -0.394 -1.336 0.610 0.62
N -1.004 -0.006 -0.157 -1.05
C -0.393 1.959 0.209 -0.02
C 1.234 -1.820 -0.193 -0.35
H 0.924 -2.570 -0.825 -0.03
H 0.744 2.019 0.295 0.06
H -0.827 2.289 1.071 -0.04
H 2.056 -2.154 0.527 0.07
H 1.530 -1.022 -0.871 0.03
H -0.858 2.299 -0.682 -0.01

=====

11
Properties=species:S:1:pos:R:3:lowdin_charge:R:1 method="wB97M-V/def2-TZVPD" gap_ev=4.624 e_above_lowest_kj_mol=205.9 fmax_ev_per_a=4.84 e_tot_ha=-418.8326 lumo_energy_ev=-21.08 charge=+3
In 0.885 -1.816 -2.538 1.66
O -0.662 -1.331 0.005 0.08
O 1.114 0.544 -0.827 0.04
C -0.040 0.908 0.044 0.02
C -0.332 -0.281 0.867 -0.06
H 0.179 1.879 0.488 0.21
H 0.465 -0.518 1.571 0.24
H -0.810 1.305 -0.616 0.23
H -1.195 -1.893 0.572 0.18
H 1.569 1.339 -1.113 0.17
H -1.173 -0.135 1.546 0.22

=====

10
Properties=species:S:1:pos:R:3:lowdin_charge:R:1 method="wB97M-V/def2-TZVPD" gap_ev=9.299 e_above_lowest_kj_mol=169.6 fmax_ev_per_a=1.78 e_tot_ha=-189.2650 lumo_energy_ev=1.14
N -0.349 -1.264 0.604 0.02
N -0.541 1.397 -0.366 -0.01
C 0.791 -0.568 0.141 -0.21
C 0.678 0.707 -0.262 -0.25
H 1.579 1.311 -0.350 0.08
H 1.595 -1.199 -0.217 0.10
H -0.320 -2.178 1.002 0.07
H -1.084 1.548 0.467 0.07
H -1.165 1.238 -1.129 0.06
H -1.184 -0.991 0.111 0.07

=====

11
Properties=species:S:1:pos:R:3:lowdin_charge:R:1 method="wB97M-V/def2-TZVPD" gap_ev=10.118 e_above_lowest_kj_mol=176.0 fmax_ev_per_a=4.95 e_tot_ha=-264.5203 lumo_energy_ev=0.82
O 0.289 0.975 -0.145 -0.12
N -0.790 -0.348 -1.609 0.09
N 0.483 -1.419 0.053 0.09
C 0.561 1.064 1.300 -0.09
C -0.049 -0.371 -0.495 -0.60
H -1.645 0.407 -1.622 0.18
H -0.981 -1.245 -2.070 0.10
H 0.022 0.298 1.899 0.08
H 1.642 0.901 1.439 0.08
H 0.222 -2.348 -0.438 0.08
H 0.246 2.085 1.686 0.10

=====

11
Properties=species:S:1:pos:R:3:lowdin_charge:R:1 method="wB97M-V/def2-TZVPD" gap_ev="9.414 / 9.415" e_above_lowest_kj_mol=511.0 fmax_ev_per_a=3.97 e_tot_ha=-264.3927 lumo_energy_ev="0.52 / 0.52"
O -0.547 1.242 -0.251 -0.27
N 1.720 2.105 0.414 0.23
N 1.157 1.121 0.205 -0.23
C -1.551 0.310 -0.025 -0.21
C 1.522 -0.221 0.014 -0.04
H 2.522 -0.268 0.390 0.09
H 1.466 -0.663 -1.003 0.12
H 0.834 -0.733 0.690 0.08
H -1.043 -0.472 0.593 0.06
H -2.147 -0.018 -0.954 0.10
H -2.126 0.889 0.719 0.07

=====

11
Properties=species:S:1:pos:R:3:lowdin_charge:R:1 method="wB97M-V/def2-TZVPD" gap_ev=9.698 e_above_lowest_kj_mol=127.6 fmax_ev_per_a=4.66 e_tot_ha=-264.5387 lumo_energy_ev=0.69 smiles="NCC(N)=O"
O 1.214 -1.050 0.703 0.00
N -1.392 -0.242 -1.091 -0.02
N 1.060 1.135 -0.124 0.13
C -1.067 -0.104 0.281 -0.24
C 0.566 -0.036 0.357 -0.49
H 1.970 1.500 0.262 0.14
H -2.214 -0.897 -1.224 0.10
H -1.210 -0.887 1.004 0.09
H -1.464 0.861 0.826 0.13
H 0.326 1.770 -0.316 0.07
H -1.783 0.644 -1.504 0.09

=====

12
Properties=species:S:1:pos:R:3:lowdin_charge:R:1 method="wB97M-V/def2-TZVPD" gap_ev=9.613 e_above_lowest_kj_mol=633.8 fmax_ev_per_a=5.60 e_tot_ha=-339.5913 lumo_energy_ev=0.66 smiles="C=[N+]([O-])O.C=N"
O -1.314 0.771 2.287 0.04
O -0.784 2.281 0.876 0.00
N 1.437 0.283 -0.414 0.04
N -1.175 0.957 1.143 -0.44
C 0.873 -0.689 0.157 -0.19
C -1.387 0.298 0.032 0.00
H -1.965 -0.564 0.210 0.09
H 1.033 -0.728 1.288 0.09
H 0.163 -1.471 -0.257 0.09
H -1.137 0.630 -0.994 0.11
H -0.720 2.845 1.747 0.18
H 1.290 0.295 -1.351 -0.01

=====

12
Properties=species:S:1:pos:R:3:lowdin_charge:R:1 method="wB97M-V/def2-TZVPD" gap_ev="9.217 / 9.461" e_above_lowest_kj_mol=624.4 fmax_ev_per_a=3.75 e_tot_ha=-339.5948 lumo_energy_ev="-0.70 / -0.18"
O -1.082 0.065 1.202 0.02
O 0.772 -0.454 -1.576 0.06
N -0.733 0.370 -0.026 0.01
N -2.212 -1.047 -1.272 0.13
C 0.470 0.121 -0.543 -0.57
C 1.648 0.568 0.295 -0.02
H 1.687 1.550 0.932 0.11
H 1.776 -0.185 1.053 0.06
H -1.831 0.692 1.453 0.16
H -2.045 -2.009 -1.093 -0.03
H -1.608 -0.751 -1.998 -0.05
H 2.531 0.468 -0.447 0.11

=====

12
Properties=species:S:1:pos:R:3:lowdin_charge:R:1 method="wB97M-V/def2-TZVPD" gap_ev="8.752 / 9.304" e_above_lowest_kj_mol=503.0 fmax_ev_per_a=3.97 e_tot_ha=-339.6411 lumo_energy_ev="-0.48 / -0.59"
O -0.266 1.066 -1.546 -0.10
O 1.617 -0.040 -0.050 0.04
N -0.042 -1.635 -1.043 0.08
N -0.533 -0.619 -0.478 -0.01
C -0.252 0.695 1.454 0.02
C 0.425 0.066 0.246 -0.56
H -0.490 -1.987 -1.934 0.16
H -1.129 0.150 1.600 0.06
H -0.408 1.703 1.255 0.06
H 1.088 -1.707 -0.928 0.19
H -0.503 1.653 -0.882 -0.06
H 0.492 0.654 2.306 0.12

=====

12
Properties=species:S:1:pos:R:3:lowdin_charge:R:1 method="wB97M-V/def2-TZVPD" gap_ev=10.931 e_above_lowest_kj_mol=31.7 fmax_ev_per_a=1.53 e_tot_ha=-339.8206 lumo_energy_ev=0.82 smiles="NC=O.NC=O"
O -1.997 0.590 0.315 -0.03
O 2.006 0.451 0.143 -0.02
N -0.427 0.926 -1.249 0.14
N 0.450 -0.688 1.411 0.14
C 1.542 -0.555 0.653 -0.43
C -1.624 0.501 -0.847 -0.41
H -0.352 -0.071 1.385 0.07
H 0.094 0.612 -2.044 0.11
H -2.280 -0.002 -1.566 0.13
H 2.095 -1.482 0.444 0.12
H 0.365 -1.589 1.862 0.11
H 0.127 1.307 -0.508 0.07

=====

13
Properties=species:S:1:pos:R:3:lowdin_charge:R:1 method="wB97M-V/def2-TZVPD" gap_ev=8.166 e_above_lowest_kj_mol=182.5 fmax_ev_per_a=1.25 e_tot_ha=-737.9335 lumo_energy_ev=0.20
S -0.532 1.435 -0.961 0.76
O 1.053 -1.696 0.756 0.09
O 2.484 0.031 0.263 0.14
N -1.417 -0.330 0.840 0.05
N 0.490 0.603 -2.065 -0.36
C -0.264 0.619 0.581 -0.57
C 1.611 -0.691 0.508 -0.56
H -1.842 -0.519 -0.076 0.12
H -0.198 1.336 1.391 0.04
H 1.468 0.761 -1.850 0.01
H -1.020 -1.203 1.223 0.12
H -2.141 0.048 1.463 0.14
H 0.308 -0.394 -2.071 0.01

=====

13
Properties=species:S:1:pos:R:3:lowdin_charge:R:1 method="wB97M-V/def2-TZVPD" gap_ev=10.020 e_above_lowest_kj_mol=409.6 fmax_ev_per_a=3.68 e_tot_ha=-737.8471 lumo_energy_ev=0.56 smiles="C[S@](#N)(N)OC=O"
S 0.473 0.313 0.212 0.67
O -0.892 -0.913 0.362 -0.20
O 0.534 -2.552 -0.299 0.06
N 0.677 0.380 -1.449 -0.12
N 1.679 0.133 0.943 -0.28
C -0.473 -2.167 0.160 -0.48
C -0.443 1.772 0.721 -0.18
H 0.352 2.438 1.085 0.06
H -0.941 1.581 1.664 0.05
H -1.171 2.286 -0.020 0.10
H 1.507 -0.191 -1.632 0.07
H -1.281 -2.979 0.328 0.16
H -0.021 -0.101 -2.075 0.09

=====

13
Properties=species:S:1:pos:R:3:lowdin_charge:R:1 method="wB97M-V/def2-TZVPD" gap_ev=7.825 e_above_lowest_kj_mol=410.8 fmax_ev_per_a=4.02 e_tot_ha=-737.8466 lumo_energy_ev=-0.14 smiles="[H]/N=C/C=[S@]([NH3+])(=O)[O-]"
S 1.208 0.473 -0.007 0.59
O 1.686 -0.109 1.212 -0.29
O 1.921 1.467 -0.751 -0.31
N -1.697 -1.891 -0.493 0.02
N -0.115 1.488 0.527 0.05
C -0.553 -1.394 -0.180 -0.44
C 0.201 -0.485 -0.967 -0.30
H -1.774 -2.748 0.066 0.03
H 0.155 1.757 1.501 0.15
H -0.142 -1.472 0.862 0.10
H 0.034 2.377 0.083 0.11
H 0.086 -0.394 -2.034 0.08
H -1.011 0.930 0.181 0.20

=====

13
Properties=species:S:1:pos:R:3:lowdin_charge:R:1 method="wB97M-V/def2-TZVPD" gap_ev=9.565 e_above_lowest_kj_mol=370.4 fmax_ev_per_a=6.49 e_tot_ha=-737.8620 lumo_energy_ev=0.14
S 0.168 0.289 2.132 0.95
O -1.014 -0.609 3.035 -0.35
O -0.012 1.648 2.634 -0.47
N 0.127 -0.472 -0.644 -0.09
N -2.082 0.337 0.455 0.14
C -0.897 0.183 0.642 -0.43
C 1.101 0.555 -0.988 -0.22
H -0.532 -0.543 -1.399 0.05
H -1.811 0.070 3.052 0.10
H 1.889 0.193 -1.808 0.11
H 0.605 1.529 -1.336 0.10
H 1.764 0.657 -0.147 0.03
H -2.457 0.434 -0.465 0.07

=====

13
Properties=species:S:1:pos:R:3:lowdin_spin:R:1 method="wB97M-V/def2-TZVPD" gap_ev="6.152 / 7.503" s_squared=2.0059 e_above_lowest_kj_mol=530.2 fmax_ev_per_a=11.10 e_tot_ha=-737.6947 lumo_energy_ev="0.81 / -2.78" multiplicity=3
S -0.583 0.431 0.180 0.00
O 0.625 -0.913 -0.037 0.28
O -0.238 0.999 1.467 0.02
N 2.265 0.685 -0.060 0.91
N -0.880 1.348 -1.008 0.01
C -2.005 -0.684 0.294 0.00
C 1.929 -0.540 -0.065 0.70
H 2.642 -1.481 -0.189 0.05
H -2.170 -1.212 -0.697 0.00
H 3.232 0.880 -0.081 0.03
H -2.814 -0.138 0.554 0.00
H -0.188 2.118 -1.191 0.00
H -1.813 -1.493 0.833 0.00

=====

13
Properties=species:S:1:pos:R:3:lowdin_charge:R:1 method="wB97M-V/def2-TZVPD" gap_ev=9.903 e_above_lowest_kj_mol=160.2 fmax_ev_per_a=5.58 e_tot_ha=-415.0346 lumo_energy_ev=0.40 smiles="NC(=O)NC=O.O"
O -0.535 -0.412 2.197 0.02
O -2.273 -1.036 -1.001 0.10
O 2.257 0.776 -0.783 -0.06
N -0.030 -1.343 -0.661 0.16
N -1.143 0.387 0.248 0.08
C -1.211 -0.801 -0.520 -0.66
C -0.883 0.572 1.628 -0.32
H -1.520 1.205 -0.267 0.15
H 2.639 1.444 -1.411 0.07
H 2.784 0.702 -0.015 0.01
H -1.106 1.607 2.085 0.15
H 0.208 -1.893 -1.527 0.15
H 0.816 -1.207 0.027 0.16

=====

13
Properties=species:S:1:pos:R:3:lowdin_charge:R:1 method="wB97M-V/def2-TZVPD" gap_ev=8.747 e_above_lowest_kj_mol=426.2 fmax_ev_per_a=3.14 e_tot_ha=-414.9333 lumo_energy_ev=-0.07 smiles="CN=C(O)O.N=O"
O -1.888 -0.515 0.250 0.10
O -0.214 -0.411 3.035 -0.08
O -0.892 -0.641 -1.706 0.13
N 0.788 -0.749 2.412 0.03
N 0.143 0.522 0.048 0.00
C -0.771 -0.243 -0.435 -0.56
C 1.194 0.876 -0.910 -0.11
H -1.786 -0.144 1.145 0.11
H 1.944 1.492 -0.401 0.07
H -1.756 -1.074 -1.797 0.13
H 0.742 -0.564 1.406 0.00
H 1.711 -0.007 -1.302 0.08
H 0.782 1.458 -1.744 0.08